No. 1
24
Properties=species:S:1:pos:R:3:nbo_charge:R:1 method="wB97M-V/def2-TZVPD" orbital_gap_ev=8.691 multiplicity=1 fmax_ev_per_a=10.72 homo_ev=-12.55 lumo_ev=-3.857 molar_mass_g_mol=166.204 total_energy_ha=-551.16764 relative_energy_ev=3.945 charge=+1
C -2.9404 1.0508 -0.1002 -0.32
C -1.4545 -0.3573 1.1709 -0.31
C -1.8242 1.2023 -0.9046 0.12
C -2.7585 0.2348 1.0816 0.30
C -0.4578 -0.2550 0.3814 0.12
C 3.0763 -1.0579 -0.1097 -0.51
C 2.7797 0.3763 0.3252 0.03
C 2.8746 -0.9379 -1.6420 -0.10
N -0.5941 0.6201 -0.7617 -0.48
N 2.4886 1.1818 -0.5830 -0.09
N -3.7598 -0.0375 1.8536 -0.72
O 2.5426 0.4919 -1.7911 -0.40
H -3.9744 1.4956 -0.3982 0.27
H -1.1088 -0.8012 2.1428 0.25
H -1.9660 1.6423 -1.8201 0.23
H 4.1453 -1.3043 -0.0368 0.26
H 2.4148 -1.5363 0.5465 0.22
H 0.3793 -0.5546 0.6349 0.19
H 2.3648 0.5105 1.3159 0.20
H 3.8272 -0.9408 -2.1030 0.21
H 2.1203 -1.4850 -2.1747 0.20
H 0.1360 0.9230 -1.3396 0.46
H -4.6886 0.4831 1.8123 0.45
H -3.6223 -0.9448 2.4996 0.44

No. 2
24
Properties=species:S:1:pos:R:3:nbo_charge:R:1 method="wB97M-V/def2-TZVPD" orbital_gap_ev="6.924 / 7.205" multiplicity=1 fmax_ev_per_a=3.54 homo_ev="-11.37 / -11.19" lumo_ev="-4.443 / -3.983" molar_mass_g_mol=166.204 total_energy_ha=-551.06424 relative_energy_ev=6.758 charge=+1
C -0.2158 0.7305 -2.7859 -0.18
C 0.1246 -0.4257 -2.1227 -0.27
C -1.1178 1.6886 -2.4239 -0.24
C -0.5718 -0.6142 -0.9338 -0.21
C -1.4839 0.3158 -0.5051 0.11
C -1.7957 1.5496 -1.1499 0.12
C -0.4166 -1.8424 -0.0361 -0.24
C 0.5636 -0.5901 1.9860 0.33
N -2.6658 2.4714 -0.5883 -0.79
N 2.3951 0.2632 3.0490 -0.52
N 0.7470 -1.5311 0.8548 -0.58
O 1.4067 0.4313 1.9418 -0.40
H 0.3947 0.9953 -3.6248 0.23
H 0.8917 -1.1428 -2.5135 0.23
H -1.3693 2.6167 -2.9252 0.24
H -1.3963 -2.0632 0.5254 0.26
H -0.1782 -2.7985 -0.6370 0.24
H 0.2832 -1.0546 2.9470 0.19
H -2.8522 3.3510 -1.0176 0.40
H -3.1808 2.3237 0.2443 0.40
H 1.9053 0.6320 3.9585 0.38
H 3.0493 0.9007 2.5857 0.38
H 1.1151 -2.4503 1.0749 0.44
H 1.3928 -1.0118 0.2473 0.46

No. 3
25
Properties=species:S:1:pos:R:3:nbo_charge:R:1 method="wB97M-V/def2-TZVPD" orbital_gap_ev="8.709 / 8.709" multiplicity=1 fmax_ev_per_a=4.00 homo_ev="-13.84 / -13.84" lumo_ev="-5.132 / -5.133" molar_mass_g_mol=182.203 total_energy_ha=-626.35386 smiles="COCOC1=C[C@H](C)N=[N+]1CC#N" relative_energy_ev=7.750 charge=+1
C -2.8541 0.2911 -0.2869 0.21
C 1.3049 -0.1636 0.6098 -0.23
C 0.1147 -0.4630 0.0254 0.41
C 1.0071 0.0709 2.0941 -0.16
C 1.9073 -0.6496 3.1613 -0.64
C -0.1426 1.6493 -2.9793 -0.29
C -2.5875 -0.6265 0.7741 -0.21
C 0.6549 -0.4743 -2.2880 0.24
N -2.9492 1.0006 -1.1986 -0.19
N -0.3740 -0.1821 2.2280 -0.01
N -0.8012 -0.4871 1.0922 -0.02
O -0.3168 -0.7667 -1.1863 -0.51
O 0.8584 0.8659 -2.3274 -0.52
H 2.3062 -0.1338 0.1409 0.27
H 0.9632 1.2249 2.2700 0.33
H 1.9312 -1.8025 3.0694 0.25
H 1.3540 -0.7207 4.1473 0.26
H 2.9705 -0.3711 3.3182 0.27
H -1.0728 1.9423 -2.4282 0.22
H -0.4309 1.0031 -3.7647 0.17
H 0.3485 2.4406 -3.6655 0.23
H -3.0666 -0.3822 1.6888 0.27
H -2.7108 -1.6449 0.6095 0.27
H 1.5183 -0.9226 -1.9044 0.19
H 0.0676 -0.6980 -3.1995 0.20

No. 4
24
Properties=species:S:1:pos:R:3:nbo_charge:R:1 method="wB97M-V/def2-TZVPD" orbital_gap_ev=11.776 multiplicity=1 fmax_ev_per_a=6.16 homo_ev=-11.15 lumo_ev=0.626 molar_mass_g_mol=164.212 total_energy_ha=-530.98995 smiles=CC#N.CC#N.CC#N.CC#N relative_energy_ev=2.579 charge=0
C -15.3205 -2.1433 11.1718 -0.72
C -16.6442 -2.7879 10.8974 0.31
N -17.6711 -3.2948 10.6730 -0.38
H -14.8380 -2.6454 10.3332 0.27
H -14.9479 -2.5004 12.1320 0.25
H -15.2552 -1.0553 11.1759 0.27
C -17.5022 3.3332 12.9949 -0.71
C -16.8649 2.3192 12.0803 0.30
N -16.3242 1.5636 11.3923 -0.36
H -16.7400 4.1106 13.0456 0.26
H -17.8019 2.8377 13.9183 0.26
H -18.3288 3.7737 12.4374 0.25
C -12.3017 -7.0273 9.7776 -0.74
C -12.6936 -5.8016 10.3252 0.30
N -13.0451 -4.7653 10.7684 -0.35
H -13.0750 -7.5341 9.2004 0.26
H -11.9140 -7.7138 10.5304 0.26
H -11.4178 -6.7421 9.2072 0.26
C -17.7693 -5.2275 13.5327 -0.72
C -16.8292 -6.3026 13.7640 0.29
N -16.1541 -7.1924 14.0734 -0.35
H -17.2649 -4.2678 13.6447 0.25
H -18.4053 -5.3535 14.4089 0.25
H -18.4396 -5.3239 12.6786 0.27

No. 5
24
Properties=species:S:1:pos:R:3:nbo_charge:R:1 method="wB97M-V/def2-TZVPD" orbital_gap_ev=11.713 multiplicity=1 fmax_ev_per_a=0.86 homo_ev=-11.37 lumo_ev=0.348 molar_mass_g_mol=164.212 total_energy_ha=-531.01593 smiles=CC#N.CC#N.CC#N.CC#N relative_energy_ev=1.872 charge=0
C -4.9217 -0.2603 -2.3752 -0.72
C -3.9454 0.8143 -2.3200 0.28
N -3.1925 1.6771 -2.2684 -0.33
H -5.8528 0.0597 -1.9150 0.26
H -4.5644 -1.1630 -1.8821 0.25
H -5.1017 -0.5324 -3.4161 0.26
C 2.4673 -1.6346 -0.1995 -0.72
C 1.5287 -2.2280 0.7578 0.30
N 0.7985 -2.6992 1.5089 -0.35
H 2.6259 -0.5932 0.0785 0.27
H 2.0341 -1.6521 -1.1955 0.25
H 3.4024 -2.1846 -0.1357 0.26
C 3.1703 1.6199 2.5453 -0.71
C 3.9816 2.6871 1.9498 0.29
N 4.6098 3.5139 1.4517 -0.34
H 3.4572 1.5069 3.5908 0.25
H 3.4423 0.7138 2.0077 0.24
H 2.1143 1.8503 2.4920 0.28
C -1.3489 -0.5624 -0.3043 -0.73
C -0.3276 0.2979 0.2832 0.33
N 0.4534 0.9899 0.7551 -0.38
H -1.4885 -1.4888 0.2426 0.27
H -1.0785 -0.7621 -1.3406 0.25
H -2.2639 0.0299 -0.3109 0.26

No. 6
24
Properties=species:S:1:pos:R:3:nbo_charge:R:1 method="wB97M-V/def2-TZVPD" orbital_gap_ev="7.229 / 7.228" multiplicity=1 fmax_ev_per_a=3.62 homo_ev="-17.14 / -17.14" lumo_ev="-9.908 / -9.909" molar_mass_g_mol=164.212 total_energy_ha=-530.35832 smiles="Cn1ccnc1C1=[NH+]CC=[N+]1C" relative_energy_ev=2.631 charge=+2
C 2.8066 1.4619 0.2042 -0.01
C 3.1566 0.1296 0.1158 0.09
C 0.9554 0.3495 -0.0009 0.18
C -2.5785 0.5157 -0.0856 0.31
C -0.4260 0.1318 0.0016 0.48
C -2.5113 -0.9562 0.0146 -0.36
C 1.8531 -1.9882 -0.1244 -0.44
C -1.4010 2.5128 -0.1938 -0.43
N 1.4635 1.5626 0.2023 -0.34
N 2.0304 -0.5882 -0.0698 -0.28
N -1.0103 -1.1019 0.0548 -0.48
N -1.4318 1.0974 -0.1185 -0.25
H 3.4391 2.1560 0.5718 0.25
H 4.1558 -0.4192 -0.0283 0.28
H -3.5575 1.1420 -0.1558 0.31
H -3.1796 -1.5339 0.7624 0.35
H -2.8362 -1.6381 -0.8082 0.34
H 1.5277 -2.3599 0.9279 0.24
H 1.0182 -2.1242 -0.9149 0.22
H 2.7809 -2.5472 -0.4594 0.29
H -0.8177 2.8292 0.6098 0.27
H -2.4124 2.9813 -0.2705 0.26
H -0.8191 2.8166 -1.0020 0.27
H -0.5044 -1.9403 0.2582 0.46

No. 7
25
Properties=species:S:1:pos:R:3:nbo_charge:R:1 method="wB97M-V/def2-TZVPD" orbital_gap_ev=9.186 multiplicity=1 fmax_ev_per_a=3.99 homo_ev=-8.49 lumo_ev=0.691 molar_mass_g_mol=180.211 total_energy_ha=-606.24951 smiles="C=C(C)c1[nH]nc(N)c1CNC=O" relative_energy_ev=0.923 charge=0
C -0.4939 0.5141 0.3250 -0.18
C -0.7456 -0.7413 0.8234 0.14
C -1.6407 1.2581 0.7829 0.31
C 0.8836 1.3981 -2.7911 0.53
C 0.5732 1.0413 -0.5313 -0.25
C 0.1355 -1.8596 0.7977 -0.01
C 1.6033 -1.5731 0.4607 -0.63
C -0.3020 -3.0784 1.0953 -0.37
N -2.5470 0.5280 1.4037 -0.31
N -1.9890 -0.7340 1.3901 -0.36
N 0.0146 1.2929 -1.8007 -0.59
N -2.0315 2.6035 0.6303 -0.82
O 2.1027 1.1533 -2.7516 -0.63
H 0.2677 1.6190 -3.6940 0.10
H 0.8044 2.0507 -0.1149 0.19
H 1.4835 0.5524 -0.5288 0.25
H 1.8018 -0.5633 0.7391 0.21
H 1.8778 -1.7576 -0.6072 0.23
H 2.1160 -2.2857 1.0041 0.22
H 0.3324 -3.9223 0.9666 0.20
H -0.9711 1.2111 -1.8855 0.42
H -1.3299 -3.2338 1.2364 0.18
H -2.6726 -1.4859 1.7925 0.43
H -2.8472 2.8137 1.1751 0.39
H -1.2622 3.2092 0.9203 0.37

No. 8
25
Properties=species:S:1:pos:R:3:nbo_charge:R:1 method="wB97M-V/def2-TZVPD" orbital_gap_ev=8.212 multiplicity=1 fmax_ev_per_a=5.57 homo_ev=-13.08 lumo_ev=-4.869 molar_mass_g_mol=178.219 total_energy_ha=-585.40763 relative_energy_ev=4.671 charge=+1
C 3.4786 -0.7777 0.0113 -0.17
C 2.5589 -1.3613 0.8540 -0.18
C 3.2304 0.4129 -0.5919 -0.18
C 1.3298 -0.7756 1.0800 -0.27
C 2.0507 1.0602 -0.3027 -0.22
C 1.1049 0.4050 0.4479 0.10
C -1.7812 -0.7039 0.3112 0.53
C -2.5902 1.7028 0.4307 -0.40
N -1.7106 -1.5026 1.2312 -0.62
N -2.1305 -0.9934 -0.9835 -0.44
N -0.3344 1.2688 0.4758 0.04
N -1.4627 0.7563 0.3914 -0.01
N -1.8304 -0.0279 -1.8734 -0.68
H 4.3928 -1.4094 -0.2424 0.25
H 2.8955 -2.2604 1.5085 0.25
H 3.9561 0.9835 -1.1082 0.24
H 0.7718 -1.3098 1.9407 0.26
H 1.7107 1.9568 -0.7634 0.24
H -2.7654 1.7214 1.5227 0.24
H -2.2203 2.6118 0.0229 0.25
H -3.3071 1.3919 -0.1931 0.23
H -1.5615 -1.2048 2.1277 0.37
H -2.5117 -1.8275 -1.2829 0.41
H -0.7854 -0.0949 -2.2902 0.36
H -2.4887 -0.0225 -2.7243 0.40

No. 9
26
Properties=species:S:1:pos:R:3:nbo_charge:R:1 method="wB97M-V/def2-TZVPD" orbital_gap_ev=9.916 multiplicity=1 fmax_ev_per_a=5.07 homo_ev=-13.10 lumo_ev=-3.187 molar_mass_g_mol=194.218 total_energy_ha=-660.80113 smiles="CCO[C@H]1NC(=[NH2+])Nc2nccnc21" relative_energy_ev=0.000 charge=+1
C -0.9144 -3.2208 0.9869 0.02
C 0.2654 -3.5134 1.7997 0.04
C 0.0051 -1.1929 0.4029 0.13
C 1.0725 -1.5046 1.2344 0.29
C 2.3943 0.2673 0.3655 0.69
C 0.1773 0.0832 -0.7371 0.27
C -2.5645 1.3087 -1.5321 -0.65
C -1.1441 1.9832 -1.2891 -0.08
N -1.0057 -2.0625 0.3064 -0.36
N 1.2369 -2.6229 1.9330 -0.39
N 2.1083 -0.5421 1.3640 -0.55
N 1.6579 0.3202 -0.7340 -0.57
N 3.3729 1.1848 0.4207 -0.77
O -0.3773 1.2001 -0.3464 -0.52
H -1.6650 -3.8805 0.7354 0.22
H 0.4938 -4.4894 2.2571 0.23
H -0.1282 -0.4321 -1.6978 0.22
H -3.3400 1.5538 -0.8078 0.23
H -3.0133 1.6083 -2.4976 0.23
H -2.4247 0.2078 -1.4971 0.21
H -1.2918 2.8918 -0.7262 0.22
H -0.6885 2.1253 -2.2995 0.19
H 2.6341 -0.6323 2.1675 0.44
H 1.9703 1.2169 -1.1950 0.41
H 3.9350 1.1704 1.2259 0.41
H 3.7049 1.9076 -0.2224 0.44

No. 10
26
Properties=species:S:1:pos:R:3:nbo_charge:R:1 method="wB97M-V/def2-TZVPD" orbital_gap_ev=10.473 multiplicity=1 fmax_ev_per_a=4.53 homo_ev=-9.55 lumo_ev=0.924 molar_mass_g_mol=192.226 total_energy_ha=-640.51472 smiles=CC[C@@](C)(n1cncn1)n1nccn1 relative_energy_ev=0.927 charge=0
C 2.6845 -0.3512 1.6436 -0.08
C 2.6625 0.9841 1.2414 -0.10
C 0.6855 -2.1785 -3.0861 0.13
C 1.8772 -0.9010 -1.8935 0.18
C -1.4952 2.0224 0.2085 -0.62
C -1.0955 -1.1201 0.4199 -0.64
C -0.8180 1.0649 -0.7790 -0.42
C -0.1256 -0.2059 -0.2735 0.31
N 1.5722 -0.9179 1.2424 -0.22
N 1.5635 1.1902 0.5300 -0.24
N 1.9370 -1.6632 -2.9623 -0.46
N -0.1663 -1.8457 -2.0830 -0.27
N 0.5549 -0.9412 -1.3731 -0.21
N 0.9338 0.0646 0.6751 -0.01
H 3.3708 -0.8653 2.1780 0.21
H 3.3614 1.7690 1.3761 0.22
H 0.4822 -2.8977 -3.8199 0.20
H 2.5688 -0.2622 -1.4853 0.20
H -0.7829 2.6256 0.7729 0.22
H -2.1881 2.6896 -0.3634 0.22
H -2.1644 1.6634 0.9647 0.21
H -0.5389 -1.6217 1.1727 0.24
H -1.9085 -0.5143 0.8091 0.22
H -1.6571 -1.7455 -0.2002 0.25
H -1.5605 0.6504 -1.3677 0.22
H -0.0406 1.6877 -1.2184 0.24

No. 11
25
Properties=species:S:1:pos:R:3:nbo_charge:R:1 method="wB97M-V/def2-TZVPD" orbital_gap_ev=8.710 multiplicity=1 fmax_ev_per_a=1.31 homo_ev=-8.18 lumo_ev=0.526 molar_mass_g_mol=217.230 total_energy_ha=-1256.73099 smiles="[H]/N=C(/OP1#S(=O)CC1)[C@H]1C[C@@H]1C=C" relative_energy_ev=4.152 charge=0
C -2.0002 3.1390 -0.3426 -0.40
C -1.4133 2.3747 0.5655 -0.17
C -0.1082 -0.9626 -0.6033 0.59
C -2.4496 0.0593 -0.0803 -0.39
C 3.0463 -3.2421 0.4007 -0.60
C 2.0601 -2.4728 1.2607 -0.75
C -1.4014 0.9004 0.5831 -0.25
C -1.0909 0.1351 -0.7018 -0.30
N 1.0339 -0.9999 -1.1415 -0.73
O -0.4842 -1.9757 0.1925 -0.77
O 1.9729 -5.1054 -1.2646 -0.98
P 0.4614 -3.2628 0.6537 0.90
S 1.9210 -3.6591 -1.0428 1.02
H -1.9512 4.2126 -0.2841 0.21
H -2.5562 2.7378 -1.1729 0.19
H -0.8680 2.8350 1.3820 0.21
H -2.7271 -0.8613 0.4091 0.24
H -3.2552 0.5601 -0.5934 0.22
H 3.9060 -2.6662 0.0681 0.23
H 3.3690 -4.1772 0.8495 0.24
H 2.2113 -2.6026 2.3321 0.23
H 2.0746 -1.4093 1.0245 0.25
H -0.9633 0.4729 1.4762 0.23
H -0.9791 0.7400 -1.5942 0.24
H 1.2597 -0.2097 -1.7323 0.36

No. 12
35
Properties=species:S:1:pos:R:3:mulliken_spin:R:1 method="wB97M-V/def2-TZVPD" orbital_gap_ev="2.346 / 8.853" multiplicity=2 fmax_ev_per_a=6.82 homo_ev="-5.61 / -11.99" lumo_ev="-3.263 / -3.134" molar_mass_g_mol=642.113 s2=0.750 total_energy_ha=-1558.81229 charge=+1
Rb 3.5605 -4.0416 2.3724 0.51
Rb 2.2918 -3.4695 -2.4569 0.21
Rb -2.7897 -4.2044 -0.8161 0.12
Rb -1.1178 -3.3992 3.6823 0.18
S 0.3203 -2.9360 0.4720 0.19
O 0.2389 -3.9887 -0.4803 -0.07
O -1.0353 -2.6360 0.8052 -0.04
O 0.9541 -3.3626 1.7560 -0.11
O 1.1136 -1.8354 -0.0262 0.00
C 3.2152 0.0920 1.5905 -0.04
C 2.0963 0.8687 0.8862 -0.01
C 0.7498 0.8614 1.5084 -0.01
O 0.3925 2.2167 1.2646 0.00
C 1.3946 3.0188 0.7656 0.00
O 1.3199 4.2141 0.5029 0.00
O 2.4429 2.2285 0.5451 0.00
H 2.6971 -0.7792 1.9914 0.04
H 3.6176 0.6927 2.4062 -0.01
H 3.9846 -0.2764 0.9120 0.01
H 2.0453 0.3278 -0.0588 0.01
H 0.8447 0.6281 2.5689 0.01
H 0.1983 0.0921 0.9680 -0.01
C -1.9442 -0.2186 -1.0696 -0.01
C -2.5591 1.1861 -1.1115 0.00
C -1.4701 2.2813 -1.5167 0.00
O -2.0893 2.8554 -2.6904 0.00
C -3.2148 2.0016 -3.0362 0.00
O -3.9318 2.0375 -4.1033 0.00
O -3.5306 1.1575 -2.0509 0.00
H -1.4067 -0.6228 -1.9274 0.00
H -2.5047 -0.9916 -0.5438 0.01
H -1.0917 -0.0397 -0.4143 0.00
H -2.9373 1.4010 -0.1121 0.00
H -0.6341 1.6895 -1.8896 0.00
H -1.2207 2.9510 -0.6936 0.00